Entry from the OMol25 dataset: C5H9NO as an isolated structure (ωB97M-V/def2-TZVPD).

Each line ends with the natural charge from an NBO analysis.
Cartesian coordinates (Å):
O1 1.492 0.693 -1.665  -0.7311
N1 1.728 -1.203 0.001  -0.7620
C1 0.105 0.796 1.702  -0.6813
C2 -0.533 -0.552 -0.572  -0.3520
C3 0.329 -0.042 0.517  0.2734
C4 0.938 -0.012 -0.807  0.4707
C5 -1.722 0.292 -0.953  -0.6133
H1 1.658 -2.122 -0.428  0.3944
H2 -0.676 -1.621 -0.681  0.2026
H3 2.670 -0.853 0.135  0.4012
H4 -2.107 -0.039 -1.920  0.2310
H5 -0.598 0.334 2.400  0.2225
H6 -0.346 1.731 1.343  0.2681
H7 -1.438 1.342 -1.053  0.2226
H8 1.037 1.052 2.210  0.2462
H9 -2.537 0.204 -0.227  0.2069

Energy   -8864.2251 eV
Gap between HOMO and LUMO   7.91 eV
Energy relative to the best compared isomer or geometry (same formula, charge and spin)   115.0 kcal per mole
LUMO   0.39 eV
Max |F|   2.4 eV/A
2S+1   1